Below is C34H24N5O4RhS4 as an isolated structure, with properties calculated with wB97M-V/def2-TZVPD.

Structure (XYZ):
```
72
Properties=species:S:1:pos:R:3
H 6.001 0.515 -5.826
H -3.809 -1.943 -0.995
H -4.811 -0.816 -0.062
C -2.498 0.387 4.133
O 0.275 -1.119 -2.497
H 6.491 -0.383 -1.624
C 6.628 -0.021 -3.791
N 1.453 0.749 -0.799
C -4.913 3.349 -0.896
C 1.486 -3.516 -1.785
S 0.850 3.912 -1.571
H -3.917 5.266 -0.860
H -4.052 0.043 7.074
H -0.480 -6.018 0.390
H -1.674 4.273 -0.901
C -3.829 0.206 6.030
H -1.644 -0.075 6.064
O 0.304 5.237 -1.676
H 2.011 -2.802 -2.406
N -1.858 -0.258 -1.142
H 0.113 -0.200 4.700
C 4.042 -0.001 -0.187
H -5.541 1.296 -0.960
C 2.360 0.678 -1.741
C -3.408 1.487 -0.979
C -2.548 3.640 -0.913
C 0.074 -5.314 -0.218
H 2.021 0.934 -2.734
H 1.776 -6.604 -0.430
H -5.918 3.750 -0.875
C -0.065 0.079 3.669
H -2.465 1.010 1.485
C -0.332 -1.826 -1.684
N -2.348 2.319 -0.948
C -4.773 0.500 5.097
C 3.339 -0.285 2.202
C 1.786 0.431 0.471
C 0.747 0.450 1.451
H 5.055 -0.286 0.064
C 2.358 -0.266 3.130
C 5.781 0.376 -4.781
O 2.283 3.787 -1.592
O 0.274 3.201 -0.325
H 7.670 -0.255 -3.953
C -1.336 0.401 3.238
N -1.515 -1.541 -1.080
H 4.348 -0.565 2.477
C 3.076 0.048 0.829
C -3.813 4.192 -0.886
C -2.525 0.142 5.478
S -4.089 0.698 3.546
S 4.210 0.671 -4.195
C -4.710 1.984 -0.941
C 2.047 -4.742 -1.463
H 2.568 -0.529 4.159
C 1.342 -5.644 -0.679
S -0.024 2.618 -2.947
C -3.115 0.060 -1.043
C 3.696 0.304 -1.485
N -0.495 0.776 1.032
H -4.900 -0.822 -1.825
C 5.985 -0.089 -2.532
C 4.662 0.258 -2.586
H -1.468 -3.815 -0.176
C 0.219 -3.178 -1.321
C -1.492 0.749 1.884
C 1.013 0.091 2.774
H -5.836 0.610 5.236
Rh -0.469 1.458 -0.967
C -4.223 -0.942 -0.975
H 3.035 -4.997 -1.827
C -0.485 -4.085 -0.533
```

- HOMO-LUMO gap: 6.606 eV
- Highest occupied orbital energy: -7.656 eV
- E_LUMO: -1.050 eV
- Strongest force on any atom: 1.7 eV/A
- Charge: 0